DFT (the ωB97M-V functional and the def2-TZVPD basis) results for 9 unconnected molecules or ions with the total composition C24H70N8O9 in a non-equilibrium geometry.

Geometry (Å):
C1 -2.4081 -1.2726 -1.8754
O1 -3.4784 -0.3923 -1.6979
C2 -4.6811 -1.0787 -1.7127
C3 -5.8019 -0.1206 -1.5061
C4 -7.0933 -0.9817 -1.8150
N1 -5.7952 1.0336 -2.4134
H1 -1.4806 -0.6900 -2.0130
H2 -2.6160 -1.9740 -2.7341
H3 -2.2286 -1.8068 -0.9456
H4 -4.7800 -1.5448 -2.8108
H5 -4.6851 -1.8369 -0.9146
H6 -5.8405 0.2440 -0.5228
H7 -6.9986 -1.4394 -2.8170
H8 -8.0773 -0.5267 -1.7030
H9 -7.0734 -1.8900 -1.1608
H10 -5.8533 0.8490 -3.4494
H11 -4.9928 1.6380 -2.2931
C5 -2.5862 -6.6607 4.5111
O2 -2.2023 -5.8352 3.4608
C6 -0.8643 -6.1082 3.0626
C7 -0.2555 -5.0110 2.1421
C8 -1.0414 -4.9362 0.8319
N2 1.1820 -5.2655 1.9926
H12 -2.3572 -6.3089 5.5013
H13 -2.1904 -7.7248 4.4421
H14 -3.6739 -6.7273 4.4001
H15 -0.2126 -6.1525 3.9805
H16 -0.7828 -7.0889 2.5305
H17 -0.4268 -4.1326 2.7167
H18 -0.7949 -4.0616 0.2399
H19 -2.0992 -4.8949 1.0432
H20 -0.8597 -5.8611 0.2592
H21 1.5878 -4.7157 1.2201
H22 1.6666 -5.0942 2.8756
C9 4.6134 1.6635 -0.1033
O3 3.8851 2.0329 -1.2310
C10 2.8124 2.9159 -0.9118
C11 2.9599 4.2531 -1.6507
C12 1.6604 4.9871 -1.7462
N3 3.3746 4.1480 -2.9956
H23 5.5522 1.1953 -0.3907
H24 4.1306 0.9186 0.5192
H25 4.8561 2.5482 0.4507
H26 1.8194 2.3849 -1.0095
H27 2.8055 3.2050 0.1610
H28 3.6948 4.9399 -1.1648
H29 0.7974 4.3657 -2.1650
H30 1.7597 5.9161 -2.3416
H31 1.3867 5.2967 -0.7207
H32 4.1661 3.5292 -2.9968
H33 2.7024 3.7351 -3.5997
C13 -3.2316 3.2522 -4.4148
O4 -2.3135 3.6365 -3.4581
C14 -2.1230 2.6909 -2.4215
C15 -2.7685 3.2259 -1.0953
C16 -2.1639 4.5281 -0.7850
N4 -2.6177 2.1830 -0.0484
H34 -2.8047 2.5033 -5.1041
H35 -3.5083 4.1437 -4.9979
H36 -4.1518 2.7689 -4.0212
H37 -2.6409 1.7378 -2.7019
H38 -1.0353 2.6612 -2.3144
H39 -3.8603 3.4163 -1.3793
H40 -1.0962 4.5368 -0.7659
H41 -2.5328 4.8920 0.1491
H42 -2.4265 5.1429 -1.6040
H43 -3.1851 2.3899 0.7277
H44 -2.9972 1.3093 -0.4618
N5 2.6218 -0.4256 3.6232
C17 3.9584 -0.0995 3.6151
N6 4.8418 -1.1577 3.7783
O5 4.2356 1.1432 3.5712
H45 2.0315 0.3143 3.8946
H46 2.3920 -1.3750 3.8346
H47 4.5523 -2.0740 3.8837
H48 5.7967 -0.8663 3.5735
N7 2.3375 3.7901 4.5581
C18 1.5630 2.8566 3.8026
N8 1.2131 3.1451 2.5372
O6 1.1791 1.8789 4.4359
H49 2.5193 3.4251 5.4961
H50 3.1495 4.2035 4.0902
H51 0.9440 2.3321 2.0180
H52 1.5754 3.7798 1.8599
C19 4.8768 -2.9068 -0.3550
C20 3.8468 -2.1592 0.4442
O7 2.5475 -2.7589 0.3187
H53 4.4943 -3.0306 -1.3900
H54 5.1211 -3.9030 0.0168
H55 5.7293 -2.2227 -0.3632
H56 3.8326 -1.1099 0.1358
H57 4.1188 -2.1908 1.4856
H58 2.2566 -2.4233 -0.5333
C21 1.3248 0.5580 -2.8377
C22 1.6978 -0.8298 -3.3520
O8 2.7018 -1.4920 -2.5366
H59 0.4707 0.9277 -3.3763
H60 2.1538 1.2088 -2.8295
H61 0.9214 0.5160 -1.8063
H62 2.0557 -0.8473 -4.3873
H63 0.7844 -1.4027 -3.2568
H64 3.4812 -0.9621 -2.5042
C23 -0.9953 -0.2746 2.1309
C24 -0.0841 -0.2652 0.8782
O9 -0.0380 0.9343 0.2159
H65 -0.5583 0.3272 2.9925
H66 -1.1743 -1.3303 2.4935
H67 -1.9765 0.1170 1.9328
H68 -0.2827 -1.0773 0.1357
H69 0.9352 -0.4126 1.2608
H70 -0.8766 1.4548 0.2821

Results
* energy relative to the best compared isomer or geometry (same formula, charge and spin): 0.0 kcal per mole
* LUMO level: 0.0202 Eh
* SMILES: COC[C@H](C)N.COC[C@H](C)N.COC[C@H](C)N.COC[C@H](C)N.NC(N)=O.NC(N)=O.CCO.CCO.CCO
* E_HOMO: -8.9 eV
* frontier orbital gap: 0.34847 Eh

Löwdin population analysis, charges in e, atoms 1 to 4: number 1, C, carries -0.100; number 2, O, carries -0.238; number 3, C, carries -0.257; number 4, C, carries -0.413

=====

DFT (the ωB97M-V functional and the def2-TZVPD basis) results for 11 unconnected molecules or ions with the total composition C24H73N15O14 in a non-equilibrium geometry.

Geometry (Å):
C1 0.9744 -1.2577 3.0247
O1 1.8491 -2.3602 3.1871
C2 2.3452 -2.9375 1.9623
C3 1.4408 -3.9987 1.2880
N1 1.7566 -5.2843 1.9541
C4 0.7666 -6.3346 1.6442
C5 0.3362 -6.6152 0.2145
O2 -0.5088 -7.7325 0.2377
C6 -1.2629 -7.8769 -0.9341
H1 0.7624 -0.9744 4.0557
H2 0.0984 -1.4740 2.4132
H3 1.3797 -0.4768 2.3813
H4 3.2923 -3.4322 2.1777
H5 2.5598 -2.1009 1.2974
H6 1.7150 -4.1053 0.2384
H7 0.3583 -3.8721 1.2718
H8 2.0393 -5.3638 2.9205
H9 -0.1889 -6.0922 2.1095
H10 1.0547 -7.2391 2.1800
H11 1.1662 -6.7840 -0.4716
H12 -0.3212 -5.8198 -0.1366
H13 -1.8946 -7.0520 -1.2634
H14 -1.9225 -8.7266 -0.7578
H15 -0.5743 -8.3879 -1.6071
C7 -8.9585 2.3962 0.4072
O3 -9.1624 2.0617 1.7629
C8 -9.3239 0.8026 2.1483
C9 -8.1002 -0.0936 1.8665
N2 -6.8104 0.3432 2.2806
C10 -5.7008 -0.5457 1.9272
C11 -4.4411 -0.1973 2.7378
O4 -3.9149 1.0381 2.2300
C12 -2.8105 1.4314 3.0502
H16 -9.2037 3.4452 0.2411
H17 -9.5027 1.7730 -0.3024
H18 -7.9430 2.2184 0.0531
H19 -10.2147 0.4038 1.6631
H20 -9.4395 0.7719 3.2317
H21 -7.9933 -0.3301 0.8079
H22 -8.5034 -1.0032 2.3116
H23 -6.6454 1.2975 1.9938
H24 -5.5147 -0.8377 0.8937
H25 -6.0851 -1.4989 2.2900
H26 -3.7228 -1.0053 2.8765
H27 -4.8285 0.0894 3.7154
H28 -2.3215 2.3384 2.6950
H29 -2.0834 0.6330 3.1985
H30 -3.1023 1.7463 4.0521
C13 3.4442 -4.1519 -3.2858
O5 2.3743 -3.3592 -3.0541
C14 2.6478 -1.9559 -3.0352
C15 2.4645 -1.4010 -1.6420
N3 2.6464 0.0371 -1.5529
C16 4.0448 0.4211 -1.5869
C17 4.1684 2.0369 -1.5326
O6 3.8042 2.5828 -2.8128
C18 4.7792 2.3267 -3.8643
H31 3.8137 -3.8918 -4.2777
H32 3.2677 -5.2089 -3.0862
H33 4.1828 -3.7697 -2.5811
H34 1.8153 -1.5430 -3.6049
H35 3.6069 -1.6871 -3.4778
H36 3.2153 -1.8098 -0.9658
H37 1.5125 -1.7181 -1.2163
H38 2.2599 0.5792 -2.3124
H39 4.6197 0.0795 -2.4476
H40 4.5855 -0.0482 -0.7651
H41 5.1947 2.3763 -1.3925
H42 3.4913 2.4148 -0.7665
H43 4.3715 2.2158 -4.8691
H44 5.5161 1.5416 -3.6948
H45 5.4024 3.2193 -3.8098
N4 0.9838 2.9532 -2.1191
C19 -0.0631 3.4125 -2.7760
N5 0.1935 3.9856 -3.8738
O7 -1.1883 3.4363 -2.2274
H46 0.8161 2.6099 -1.1842
H47 1.8957 3.3044 -2.3746
H48 -0.5186 4.3997 -4.4582
H49 1.0954 4.3095 -4.1927
N6 -1.0092 5.6190 0.1704
C20 -0.5276 6.7374 -0.3663
N7 -0.3470 6.6155 -1.6620
O8 -0.3277 7.7640 0.2291
H50 -1.1802 4.7455 -0.3070
H51 -1.4291 5.6414 1.0887
H52 -0.0061 7.4381 -2.1386
H53 -0.5351 5.7196 -2.0887
N8 2.6294 2.6332 2.7051
C21 3.8133 2.3613 3.2734
N9 4.2506 3.3755 3.9165
O9 4.4458 1.3256 3.2193
H54 2.1621 3.5124 2.5355
H55 2.1288 1.8356 2.3399
H56 5.1929 3.2704 4.2644
H57 3.8075 4.2818 3.9666
N10 -4.5652 2.0204 -0.1596
C22 -4.9215 1.5344 -1.2872
N11 -4.3888 0.3827 -1.3130
O10 -5.6098 2.0124 -2.2101
H58 -4.2448 1.4239 0.5898
H59 -4.6529 2.9869 0.1202
H60 -4.5277 -0.1217 -2.1769
H61 -3.8164 -0.0225 -0.5861
N12 -1.3714 -0.6701 -2.6140
C23 -1.1591 -1.6086 -1.7615
N13 -1.0578 -2.7709 -2.3348
O11 -0.8537 -1.3166 -0.6417
H62 -1.6965 0.2677 -2.4270
H63 -1.0433 -0.8642 -3.5493
H64 -0.9035 -3.5138 -1.6682
H65 -1.7186 -2.8904 -3.0893
N14 7.0044 0.5236 -0.0414
C24 7.2055 1.6647 0.4926
N15 6.4950 1.8805 1.5644
O12 7.8544 2.5365 -0.1160
H66 7.6952 0.1702 -0.6879
H67 6.2647 -0.0212 0.3783
H68 6.5626 2.8316 1.8974
H69 5.8953 1.1568 1.9342
O13 4.8908 -0.8845 1.5572
H70 4.7229 -1.3463 2.3786
H71 4.7983 0.0419 1.7795
O14 0.7830 1.3437 0.2149
H72 0.2708 0.5740 -0.0331
H73 1.6806 1.1256 -0.0358

Results
* energy relative to the best compared isomer or geometry (same formula, charge and spin): 6.9 kcal per mole
* LUMO level: 0.0038 Eh
* SMILES: COCCNCCOC.COCCNCCOC.COCCNCCOC.NC(N)=O.NC(N)=O.NC(N)=O.NC(N)=O.NC(N)=O.NC(N)=O.O.O
* E_HOMO: -8.6 eV
* frontier orbital gap: 0.32045 Eh

Löwdin population analysis, charges in e, atoms 1 to 4: number 1, C, carries -0.102; number 2, O, carries -0.190; number 3, C, carries -0.192; number 4, C, carries -0.176

=====

DFT (the ωB97M-V functional and the def2-TZVPD basis) results for 11 unconnected molecules or ions with the total composition C24H73N3O17 in a non-equilibrium geometry.

Geometry (Å):
C1 -30.1991 -9.8976 12.7878
C2 -30.8684 -9.2834 11.5495
C3 -30.1667 -9.8635 10.2797
O1 -30.3658 -9.0728 9.0483
C4 -31.4009 -9.5562 8.2373
N1 -32.2801 -9.6160 11.5775
H1 -30.3093 -10.9786 12.8739
H2 -30.6741 -9.5495 13.7050
H3 -29.1414 -9.6372 12.8271
H4 -30.8457 -8.1939 11.5244
H5 -30.4668 -10.8891 10.0651
H6 -29.0773 -9.8575 10.3146
H7 -31.3540 -8.7825 7.4709
H8 -32.4100 -9.4760 8.6415
H9 -31.1284 -10.5430 7.8632
H10 -32.6275 -9.0958 12.3704
H11 -32.6394 -9.1039 10.7845
C5 -36.4689 -10.3461 10.4210
C6 -35.9932 -9.2509 11.3035
C7 -35.6265 -7.8258 10.6234
O2 -34.5757 -7.9902 9.6695
C8 -34.2638 -6.9314 8.7921
N2 -37.1042 -9.1083 12.1641
H12 -36.8164 -11.3065 10.8018
H13 -35.5703 -10.6642 9.8924
H14 -37.2218 -9.9723 9.7271
H15 -35.1705 -9.6270 11.9115
H16 -35.2935 -7.0795 11.3448
H17 -36.4621 -7.4459 10.0356
H18 -35.1127 -6.4629 8.2943
H19 -33.5616 -7.2430 8.0188
H20 -33.8792 -6.0130 9.2357
H21 -37.3359 -9.9976 12.5829
H22 -36.8437 -8.4522 12.8865
C9 -28.5467 -13.0555 16.0856
C10 -27.3539 -12.3082 16.6047
C11 -27.7127 -10.9502 17.4059
O3 -28.5075 -10.0338 16.6371
C12 -27.9285 -9.5082 15.4112
N3 -26.5156 -13.2353 17.4077
H23 -29.2235 -13.3579 16.8848
H24 -28.2395 -14.0608 15.7975
H25 -29.0749 -12.5226 15.2950
H26 -26.8296 -12.0316 15.6900
H27 -26.7921 -10.4925 17.7683
H28 -28.2572 -11.3330 18.2690
H29 -28.6067 -8.8592 14.8572
H30 -27.7392 -10.2890 14.6747
H31 -27.0203 -8.9444 15.6244
H32 -26.1138 -13.9797 16.8558
H33 -25.6582 -12.7850 17.6945
C13 -27.9395 -12.8338 7.9543
C14 -29.4213 -13.2105 8.0809
O4 -29.8789 -13.8733 6.9168
O5 -27.1113 -13.9757 8.2687
H34 -27.8469 -12.0096 8.6616
H35 -27.8055 -12.4946 6.9272
H36 -30.0450 -12.3337 8.2553
H37 -29.5163 -13.8007 8.9924
H38 -29.5963 -14.7887 6.9785
H39 -27.5596 -14.7391 7.8974
C15 -29.6303 -3.5460 10.0832
C16 -30.3580 -4.4951 11.1355
O6 -29.9406 -5.8892 10.9805
O7 -30.1209 -3.6075 8.7936
H40 -28.6146 -3.9164 9.9446
H41 -29.6217 -2.4990 10.3865
H42 -31.4405 -4.4411 11.0198
H43 -30.0080 -4.0199 12.0519
H44 -29.3836 -6.0038 11.7540
H45 -30.1726 -4.5122 8.4767
C17 -31.6629 -5.7876 14.6862
C18 -32.5853 -6.2014 13.5614
O8 -33.3015 -7.3507 13.8235
O9 -30.5899 -6.7245 14.8564
H46 -32.2731 -5.5790 15.5650
H47 -31.2697 -4.8311 14.3416
H48 -32.0612 -6.3404 12.6159
H49 -33.3058 -5.4090 13.3587
H50 -34.2429 -7.1652 13.8548
H51 -30.0559 -6.8892 14.0759
C19 -31.3437 -7.1073 4.0164
C20 -32.3145 -7.6352 5.1181
O10 -32.4978 -9.0323 4.9733
O11 -29.9742 -7.2298 4.2947
H52 -31.5669 -6.0790 3.7317
H53 -31.5710 -7.5948 3.0684
H54 -33.3412 -7.3371 4.9052
H55 -31.9122 -7.4383 6.1118
H56 -32.7154 -9.2335 4.0602
H57 -29.4524 -6.7315 3.6614
C21 -28.1496 -9.9702 5.3177
C22 -28.0529 -8.9880 6.5260
O12 -27.1060 -7.9575 6.4106
O13 -28.4004 -9.3042 4.0495
H58 -28.7649 -10.8179 5.6189
H59 -27.1722 -10.4516 5.2844
H60 -27.8969 -9.5015 7.4748
H61 -29.0131 -8.4809 6.6206
H62 -27.5920 -7.1325 6.4799
H63 -29.1824 -8.7582 4.1589
C23 -33.9914 -12.9376 11.2676
C24 -32.9903 -13.1299 12.3710
O14 -32.9568 -11.9634 13.0927
O15 -33.4368 -12.0980 10.2649
H64 -34.9965 -12.7157 11.6260
H65 -34.1507 -13.8934 10.7684
H66 -31.9785 -13.3631 12.0393
H67 -33.4395 -13.9220 12.9701
H68 -32.4645 -11.3160 12.5827
H69 -33.2664 -11.2730 10.7252
O16 -30.3480 -6.2748 8.2947
H70 -30.4834 -6.2332 9.2413
H71 -29.8636 -7.0888 8.1571
O17 -26.1329 -10.2605 10.9858
H72 -26.7569 -10.9748 11.1147
H73 -25.2840 -10.6395 11.2135

Results
* energy relative to the best compared isomer or geometry (same formula, charge and spin): 34.7 kcal per mole
* LUMO level (spin up / spin down): -0.1133 / -0.3365 Eh
* charge: +1
* E_HOMO (spin up / spin down): -10.8 / -10.8 eV
* frontier orbital gap (spin up / spin down): 0.28192 / 0.05868 Eh
* 2S+1: 2

Löwdin population analysis, charges in e, atoms 1 to 4: number 1, C, carries -0.056; number 2, C, carries -0.373; number 3, C, carries -0.110; number 4, O, carries -0.220

=====

| no. | E (eV) |
| --- | --- |
| 1 | -56369.5060 |
| 2 | -77085.8582 |
| 3 | -65332.5242 |